One molecule with the formula C2H4NPS, computed with ωB97M-V/def2-TZVPD.

Values from the calculation:
Gap between HOMO and LUMO   8.4 eV
ΔE to the lowest compared entry with this formula, charge and spin   14.99 kcal per mole
E_tot   -23751.9869 eV
HOMO   -8.766 eV
Maximum force   3.42 eV/Å
SMILES   C1CSP=N1

Cartesian coordinates (Å):
C: -0.482 -0.627 -0.189
C: -0.384 0.782 0.254
S: 1.181 1.544 -0.257
P: 2.180 -0.646 0.061
N: 0.805 -1.338 -0.088
H: -1.153 -1.340 0.306
H: -0.682 -0.551 -1.191
H: -1.086 1.327 -0.255
H: -0.380 0.850 1.357


One molecule with the formula C12H11FN2OS2, computed with ωB97M-V/def2-TZVPD.

Values from the calculation:
Gap between HOMO and LUMO   8.1 eV
E_tot   -42030.7241 eV
HOMO   -7.810 eV
Maximum force   11.99 eV/Å
SMILES   Cc1csc(NC(=O)CSc2ccccc2F)n1

Cartesian coordinates (Å):
C: -5.331 -0.910 1.427
C: -4.031 -0.701 0.483
C: -3.649 -1.359 -0.604
S: -2.300 -0.882 -1.311
C: -2.333 0.234 -0.216
N: -1.533 1.299 0.218
C: -0.290 1.762 -0.697
O: 0.256 2.787 -0.361
C: 0.314 0.742 -1.615
S: 0.887 -0.945 -0.946
C: 2.520 -0.268 -0.249
C: 3.100 1.038 -0.192
C: 4.261 1.069 0.383
C: 5.154 -0.116 0.643
C: 4.561 -1.276 0.579
C: 3.326 -1.444 -0.108
F: 2.802 -2.636 0.059
N: -3.410 0.265 0.803
H: -5.063 -1.238 2.373
H: -5.900 -1.619 0.973
H: -6.105 -0.069 1.416
H: -4.200 -2.295 -0.996
H: -1.703 2.258 0.538
H: -0.548 0.681 -2.300
H: 1.004 1.349 -2.234
H: 2.345 1.837 -0.203
H: 4.620 2.126 0.325
H: 6.012 0.301 1.082
H: 5.235 -1.992 0.730


C14H36N2O6Ti as an isolated structure, computed with ωB97M-V/def2-TZVPD.

Values from the calculation:
Gap between HOMO and LUMO (alpha / beta)   4.5 / 10.1 eV
ΔE to the lowest compared entry with this formula, charge and spin   3.21 kcal per mole
E_tot   -53473.4119 eV
HOMO (alpha / beta)   -6.713 / -12.371 eV
Charge   +1
Maximum force   1.24 eV/Å
2S+1   4

Cartesian coordinates (Å):
Ti: 0.425 -0.735 0.859
C: -3.941 0.284 -4.251
O: -3.063 -0.130 -3.204
C: -1.966 0.726 -3.011
C: -1.311 0.563 -1.650
N: -0.550 -0.663 -1.383
C: -1.410 -1.873 -1.506
C: -0.719 -3.073 -0.896
O: -0.564 -2.909 0.508
C: 0.259 -3.912 1.080
H: -4.397 1.237 -3.967
H: -4.711 -0.484 -4.244
H: -3.426 0.363 -5.209
H: -2.265 1.784 -3.041
H: -1.259 0.546 -3.837
H: -2.143 0.617 -0.937
H: -0.663 1.414 -1.449
H: 0.124 -0.764 -2.138
H: -1.616 -2.054 -2.562
H: -2.364 -1.714 -1.002
H: 0.274 -3.193 -1.353
H: -1.270 -3.993 -1.118
H: 1.319 -3.755 0.857
H: -0.046 -4.915 0.772
H: 0.135 -3.829 2.160
C: 2.228 3.935 -1.866
O: 1.871 3.678 -0.516
C: 2.520 2.545 0.009
C: 1.826 2.184 1.302
N: 0.469 1.691 1.097
C: -0.336 1.872 2.307
C: -1.720 1.258 2.185
O: -1.494 -0.133 2.126
C: -2.691 -0.866 1.944
H: 3.305 4.067 -1.983
H: 1.687 4.835 -2.151
H: 1.876 3.129 -2.521
H: 3.563 2.783 0.264
H: 2.601 1.698 -0.683
H: 1.892 3.081 1.933
H: 2.371 1.390 1.820
H: 0.001 2.182 0.343
H: -0.475 2.924 2.586
H: 0.199 1.377 3.120
H: -2.204 1.598 1.263
H: -2.295 1.562 3.063
H: -3.165 -0.627 0.977
H: -3.476 -0.564 2.647
H: -2.483 -1.929 1.963
C: 2.947 -0.913 2.643
C: 3.396 -1.728 1.449
O: 2.623 -1.454 0.271
O: 1.528 -1.009 2.815
H: 3.211 0.145 2.559
H: 3.431 -1.330 3.529
H: 3.349 -2.796 1.693
H: 4.444 -1.553 1.190
H: 2.954 -1.915 -0.502
H: 1.193 -0.656 3.643


A 9-piece molecular cluster, C5H29N2O8S overall, computed with ωB97M-V/def2-TZVPD.

Values from the calculation:
Gap between HOMO and LUMO   6.9 eV
ΔE to the lowest compared entry with this formula, charge and spin   0.00 kcal per mole
E_tot   -35854.3574 eV
HOMO   -4.043 eV
Charge   -1
Maximum force   2.31 eV/Å

Cartesian coordinates (Å):
C: -1.668 1.001 -1.095
N: -0.607 0.071 -0.652
C: 0.779 0.529 -0.915
C: 1.652 -0.727 -0.885
S: 3.460 -0.379 -0.909
C: 1.191 1.622 0.092
C: -2.663 0.221 -2.000
N: -3.393 -0.768 -1.205
H: -1.296 1.837 -1.623
H: -2.227 1.437 -0.226
H: -0.718 -0.129 0.373
H: 0.774 0.983 -1.904
H: 1.470 -1.426 -1.724
H: 1.457 -1.306 0.057
H: 1.239 1.223 1.106
H: 2.207 2.041 -0.118
H: 0.513 2.462 0.056
H: -3.431 0.961 -2.401
H: -2.121 -0.239 -2.886
H: -4.105 -1.288 -1.752
H: -2.779 -1.451 -0.842
H: 0.488 -1.353 3.352
H: 1.381 -0.772 2.257
O: 0.423 -0.892 2.520
H: 0.138 -2.896 -1.573
H: -0.693 -1.679 -1.268
O: -0.754 -2.685 -1.304
H: -1.402 2.477 1.520
H: -1.588 3.984 1.930
O: -1.424 3.376 1.154
H: -2.205 0.484 2.276
H: -0.622 0.448 2.584
O: -1.404 1.075 2.489
H: 3.624 1.252 -3.259
H: 2.624 1.917 -2.344
O: 3.019 2.042 -3.225
H: -3.589 -0.417 0.915
H: -2.681 -1.424 1.598
O: -3.301 -0.688 1.812
H: -1.139 -2.713 0.398
H: -0.630 -1.996 1.625
O: -1.355 -2.492 1.297
H: 3.120 0.043 1.285
H: 3.437 -1.334 1.913
O: 3.001 -0.493 2.135